(1)
The following is a quantum chemistry calculation of 33 unconnected molecules or ions with the total composition C17H92BrF2IN3O32P2 at a distorted geometry, from the OMol25 dataset.

```
150
Properties=species:S:1:pos:R:3
C 1.74 -2.94 1.75
C 1.51 -1.91 0.63
P 1.73 -0.29 1.43
C 3.53 -0.30 1.69
C 1.40 1.20 0.19
Br 3.04 2.30 0.16
C 1.06 0.83 -1.26
I 0.81 2.63 -2.53
C 2.12 -0.09 -1.89
C 2.35 0.07 -3.38
C -0.30 0.11 -1.35
C -1.37 0.53 -0.32
P -2.91 0.96 -1.26
N -4.12 1.40 -0.36
C -1.77 -0.63 0.57
C -2.37 -1.76 -0.02
C -2.83 -2.79 0.79
C -2.60 -2.65 2.17
C -1.96 -1.52 2.66
N -1.56 -0.51 1.88
C -1.09 1.81 0.44
N 0.33 2.10 0.85
F 0.54 3.43 0.44
C 0.44 2.19 2.34
C -0.21 3.47 2.85
F -0.38 3.25 4.22
H 1.33 -3.89 1.43
H 1.30 -2.63 2.70
H 2.80 -3.10 1.90
H 2.26 -2.09 -0.13
H 0.51 -2.06 0.23
H 3.84 0.51 2.33
H 3.69 -1.22 2.25
H 4.11 -0.38 0.78
H 1.77 -1.10 -1.75
H 3.07 -0.02 -1.36
H 1.41 0.05 -3.92
H 2.91 -0.79 -3.74
H 2.95 0.93 -3.65
H -0.17 -0.95 -1.36
H -0.69 0.35 -2.34
H -3.23 -0.13 -2.06
H -2.44 1.93 -2.17
H -3.92 1.38 0.63
H -2.51 -1.83 -1.09
H -3.34 -3.65 0.39
H -2.94 -3.41 2.86
H -1.78 -1.42 3.72
H -1.72 1.85 1.32
H -1.37 2.65 -0.18
H 1.49 2.23 2.61
H -0.07 1.34 2.77
H 0.45 4.33 2.76
H -1.19 3.66 2.44
O -0.09 0.98 -5.71
H -0.70 1.42 -6.32
H -0.06 1.55 -4.93
O 2.79 1.15 -6.34
H 1.95 0.72 -6.11
H 2.87 1.00 -7.29
O -5.67 -4.92 1.18
H -6.01 -4.30 0.53
H -5.99 -4.57 2.02
O -1.13 3.04 -7.48
H -0.61 3.85 -7.42
H -1.54 3.05 -8.35
O 0.80 4.85 6.73
H 0.64 3.93 6.96
H 0.49 4.93 5.82
O 5.02 -1.12 -7.07
H 5.79 -1.23 -6.50
H 4.74 -0.21 -6.91
O -2.75 1.51 -9.61
H -3.29 1.04 -8.96
H -2.23 0.82 -10.04
O -3.81 -2.94 5.17
H -3.16 -3.09 5.87
H -4.04 -2.01 5.29
O -3.65 3.45 -3.67
H -3.97 4.03 -4.36
H -4.05 3.78 -2.85
O -4.34 -1.19 7.68
H -4.10 -1.62 8.52
H -5.20 -1.57 7.47
O -7.43 1.88 0.46
H -7.76 2.73 0.17
H -6.47 1.96 0.43
O -3.72 -6.42 -0.80
H -4.03 -5.82 -1.48
H -4.08 -6.06 0.03
O -7.07 -1.00 1.50
H -7.47 -0.16 1.23
H -6.13 -0.83 1.44
O -6.91 4.92 -0.11
H -6.09 4.93 0.40
H -6.92 5.75 -0.58
O -0.58 -5.05 0.69
H -0.34 -5.52 1.50
H -1.44 -5.42 0.48
O -0.33 -2.92 -2.54
H -0.51 -3.36 -1.70
H 0.20 -3.57 -3.02
O -3.81 -2.68 10.10
H -4.09 -3.48 10.55
H -2.88 -2.58 10.34
O 3.16 6.38 7.56
H 3.45 5.94 8.36
H 2.31 5.95 7.34
O 6.23 -1.83 2.19
H 6.96 -2.40 2.45
H 6.63 -1.17 1.61
O -2.66 1.55 3.94
H -2.99 1.24 4.79
H -2.07 2.27 4.18
O 5.08 -2.99 4.67
H 5.39 -2.35 4.02
H 4.97 -2.49 5.48
O -1.58 -6.60 3.08
H -1.31 -7.07 3.88
H -2.45 -6.97 2.88
O 5.40 1.05 -9.49
H 5.24 0.19 -9.08
H 6.36 1.18 -9.40
O 5.75 0.48 -0.77
H 6.61 0.58 -1.19
H 5.20 1.15 -1.18
O -5.27 1.56 -11.19
H -4.40 1.70 -10.79
H -5.37 2.28 -11.83
O 6.19 2.67 1.46
H 6.50 2.27 2.28
H 5.38 2.19 1.24
O 7.72 2.83 3.93
H 7.99 3.49 3.28
H 7.51 3.34 4.71
O 7.87 0.99 -10.85
H 8.68 1.12 -11.37
H 7.24 1.60 -11.24
O -2.70 -0.90 12.04
H -3.29 -0.33 11.53
H -2.51 -0.41 12.84
O -3.61 -6.90 -3.65
H -3.36 -7.35 -2.83
H -4.43 -7.32 -3.92
O 10.37 2.25 -9.73
H 10.78 1.83 -8.97
H 9.54 1.78 -9.86
O -0.86 3.06 8.26
H -1.48 3.66 7.82
H -0.70 3.48 9.11
```

Total charge   +1
Gap between HOMO and LUMO   0.309 hartree

Results of the Mulliken charge analysis, in e, for atoms 1 through 2: atom 1 (C): -1.6847, atom 2 (C): 0.7795

(2)
The following is a quantum chemistry calculation of a single C5H9NO2 molecule at a distorted geometry, from the OMol25 dataset.

```
17
Properties=species:S:1:pos:R:3
C 0.43 0.73 1.01
C 1.20 -0.55 0.64
C 1.85 -0.51 -0.71
O 3.03 -0.39 -0.87
C -0.40 1.34 -0.12
N -1.41 0.61 -0.68
C -1.79 -0.72 -0.30
O -0.11 2.43 -0.56
H 1.09 1.53 1.30
H -0.25 0.53 1.85
H 2.06 -0.53 1.32
H 0.72 -1.49 0.94
H 1.22 -0.63 -1.62
H -1.74 0.96 -1.57
H -2.16 -0.78 0.72
H -2.69 -1.00 -0.85
H -1.06 -1.51 -0.49
```

Total charge   0
Structure (SMILES)   CNC(=O)CCC=O
Gap between HOMO and LUMO   0.384 hartree
ΔE to the lowest compared entry with this formula, charge and spin   22.86 kcal/mol

Results of the Mulliken charge analysis, in e, for atoms 1 through 2: atom 1 (C): -0.7108, atom 2 (C): -0.5725

(3)
The following is a quantum chemistry calculation of a single C15H27NO molecule, from the OMol25 dataset.

```
44
Properties=species:S:1:pos:R:3
C 1.86 2.25 0.42
C 2.79 2.16 -0.32
C 3.91 2.01 -1.24
C 3.55 2.44 -2.67
C 2.21 1.88 -3.15
C 2.16 0.35 -3.15
C 0.84 -0.21 -3.68
C -0.40 0.27 -2.92
C -0.34 -0.01 -1.42
C -1.61 0.47 -0.71
C -1.44 0.31 0.79
O -1.06 1.21 1.51
N -1.70 -0.94 1.25
H -2.05 -1.63 0.61
C -1.61 -1.31 2.64
C -2.98 -1.65 3.23
C -2.93 -1.89 4.74
C -2.15 -3.13 5.13
H -2.54 -4.01 4.61
H -2.23 -3.31 6.20
H -1.10 -3.03 4.88
H -3.96 -1.99 5.10
H -2.49 -1.01 5.22
H -3.37 -2.54 2.73
H -3.66 -0.82 3.02
H -0.92 -2.15 2.74
H -1.18 -0.44 3.16
H -1.76 1.53 -0.92
H -2.48 -0.09 -1.06
H -0.21 -1.09 -1.25
H 0.51 0.51 -0.98
H -1.28 -0.23 -3.34
H -0.53 1.34 -3.08
H 0.72 0.06 -4.73
H 0.88 -1.30 -3.63
H 2.33 -0.02 -2.14
H 2.97 -0.03 -3.78
H 1.43 2.26 -2.50
H 2.02 2.24 -4.17
H 4.35 2.12 -3.34
H 3.49 3.53 -2.71
H 4.23 0.97 -1.23
H 4.75 2.62 -0.88
H 1.02 2.31 1.06
```

Total charge   0
Structure (SMILES)   C#CCCCCCCCCC(=O)NCCCC
Gap between HOMO and LUMO   0.381 hartree
ΔE to the lowest compared entry with this formula, charge and spin   0.00 kcal/mol

Results of the Mulliken charge analysis, in e, for atoms 1 through 2: atom 1 (C): 0.3732, atom 2 (C): -0.5772

Record-wise highest occupied orbital energy values, in hartree: -0.416; -0.360; -0.350
Record-wise LUMO values, in eV: -2.898; 0.652; 0.858